Entry 1:
Entry from OMol25: C20H34BrIO3S in the gas phase in a non-equilibrium geometry (ωB97M-V with the def2-TZVPD basis set).

Output
LUMO   0.0144 Eh
Calculated total energy   -116407.1115 eV
SMILES   C#CC[C@]1(COCCC)O[C@](S)(C[C@@H](C)I)C[C@]1(C[C@@H](C)O)C[C@@H](C)Br

XYZ file:
```
60
Properties=species:S:1:pos:R:3:lowdin_charge:R:1
C -1.57671 -0.01663 3.87993 0.08
C -1.72521 0.30628 2.72065 -0.11
C -2.06771 0.25609 1.19503 -0.05
C -0.77828 0.44100 0.24649 -0.27
C 0.34999 1.37912 0.89789 -0.12
O 1.23351 0.67674 1.78550 -0.18
C 1.41554 1.49083 2.97418 -0.22
C 2.19521 0.73036 4.12185 -0.19
C 1.53920 1.12189 5.53215 -0.13
O -1.33868 1.39317 -0.72476 -0.22
C -1.14085 1.17555 -2.15207 -0.67
S 0.01921 2.56176 -2.58178 0.82
C -2.56698 1.48949 -2.75846 -0.23
C -2.81223 0.98338 -4.23970 -0.72
C -1.54390 0.98025 -5.17399 -0.18
I -3.85457 -0.95338 -4.33235 0.74
C -0.63790 -0.32185 -2.15369 -0.07
C -0.30575 -0.78987 -0.63990 -0.26
C 1.22218 -1.23323 -0.64790 -0.08
C 2.20690 -0.28800 -1.43795 -0.39
C 3.60873 -0.27005 -0.64648 -0.05
O 2.52909 -0.84139 -2.74571 -0.08
C -1.08428 -2.17741 -0.57583 -0.22
C -0.61067 -3.19042 0.54505 -0.66
C -0.37738 -2.57708 1.97687 -0.15
Br -2.09759 -4.52840 0.74574 0.62
H -1.72533 -0.20023 4.97143 0.07
H -2.69312 -0.63267 0.91761 0.12
H -2.72287 1.16519 1.01712 0.13
H 0.93697 1.82597 0.04752 0.10
H -0.19688 2.24731 1.38747 0.15
H 2.00257 2.41562 2.67219 0.13
H 0.44751 1.85652 3.41311 0.09
H 3.27908 1.04174 4.21161 0.10
H 2.16719 -0.38859 4.02410 0.11
H 1.77019 0.34771 6.32835 0.07
H 0.42117 1.22723 5.48244 0.04
H 1.93499 2.10961 5.92402 0.08
H 1.11117 1.99608 -3.19438 -0.11
H -2.67776 2.62135 -2.78720 0.11
H -3.38509 1.13361 -2.06260 0.12
H -3.54475 1.71264 -4.70539 0.08
H -1.27219 2.06833 -5.36725 0.08
H -1.70638 0.51229 -6.18277 0.07
H -0.62650 0.51087 -4.72614 0.06
H 0.02045 -0.70195 -2.97833 0.13
H -1.60891 -0.88000 -2.37123 0.06
H 1.66515 -1.37981 0.38412 0.12
H 1.29759 -2.24983 -1.15172 0.14
H 1.89265 0.78879 -1.50347 0.09
H 3.48199 0.29265 0.31772 0.08
H 4.31962 0.29489 -1.33395 0.08
H 4.01380 -1.31328 -0.52884 0.09
H 3.23974 -0.31871 -3.15691 0.09
H -0.88359 -2.69525 -1.56814 0.13
H -2.21428 -2.07259 -0.53786 0.10
H 0.27104 -3.79951 0.19098 0.09
H 0.06956 -1.54665 1.93369 0.05
H -1.28568 -2.55586 2.63365 0.06
H 0.40002 -3.23166 2.48829 0.09
```

***

Entry 2:
Entry from OMol25: a molecular structure, C20H34CaCl3F6NO2S6SbSi in a non-equilibrium geometry (ωB97M-V with the def2-TZVPD basis set).

Output
<S²>   0.77
LUMO (alpha / beta)   0.0055 / -0.0816 Eh
Calculated total energy   -178623.4220 eV
Spin multiplicity   2

XYZ file:
```
75
Properties=species:S:1:pos:R:3:lowdin_charge:R:1
Ca 0.08823 -0.52998 0.07458 1.06
C 2.26733 1.59331 3.46744 -0.51
C 2.25415 0.16800 3.99331 -0.51
S 0.66235 -0.62727 3.59956 0.84
C 1.01251 -2.32965 4.11834 -0.52
C 2.16473 -3.03995 3.40991 -0.50
S 2.16229 -2.83795 1.59426 0.88
C 3.87874 -2.24552 1.38346 -0.50
C 4.16890 -1.84750 -0.05364 -0.50
S 3.19040 -0.46496 -0.71659 0.83
C 4.11614 1.01221 -0.20894 -0.52
C 3.96991 1.42718 1.24821 -0.50
S 2.21179 1.71962 1.65184 0.87
H 3.15749 2.12141 3.80969 0.08
H 1.38807 2.13601 3.81627 0.05
H 2.38651 0.16215 5.07733 0.09
H 3.05557 -0.41392 3.54026 0.04
H 0.07242 -2.84326 3.91614 0.04
H 1.18618 -2.33616 5.19557 0.08
H 2.08930 -4.10770 3.61397 0.07
H 3.12690 -2.68877 3.78051 0.07
H 4.54274 -3.06345 1.66818 0.09
H 4.03849 -1.40850 2.06048 0.04
H 3.93794 -2.67824 -0.72115 0.06
H 5.22354 -1.59134 -0.16280 0.08
H 3.71542 1.79500 -0.85600 0.07
H 5.16707 0.86353 -0.45816 0.08
H 4.50338 2.36345 1.41822 0.08
H 4.37267 0.66742 1.91811 0.06
C -1.91813 2.60324 -5.84133 -0.17
Si -1.98023 3.00742 -3.99875 0.54
C -3.56906 3.94484 -3.58312 -0.17
C -0.54548 4.10662 -3.49418 -0.20
C -2.17285 1.33628 -3.09617 -0.21
C -3.37446 0.65644 -3.29048 -0.06
C -3.66240 -0.50594 -2.59854 -0.02
C -2.74703 -0.95453 -1.65941 -0.14
N -1.58909 -0.34199 -1.45076 -0.09
C -1.27450 0.74371 -2.18876 -0.67
S 0.32566 1.33893 -1.93641 0.87
H -1.88541 3.52155 -6.43207 0.03
H -2.79226 2.03314 -6.16265 0.03
H -1.03152 2.01542 -6.08667 0.03
H -3.60864 4.88380 -4.14017 0.03
H -3.59746 4.18817 -2.51853 0.03
H -4.47420 3.38224 -3.81988 0.02
H -0.69228 5.10272 -3.92008 0.04
H 0.41330 3.72354 -3.84182 0.02
H -0.49529 4.20274 -2.40848 0.02
H -4.10100 1.05211 -3.99226 0.11
H -4.58170 -1.04799 -2.76922 0.11
H -2.93668 -1.84173 -1.06976 0.07
F 0.74457 -2.09001 -0.95486 -0.62
Sb 0.59791 -3.73733 -2.01813 1.39
F -0.22943 -4.46763 -0.47909 -0.37
F -1.08622 -3.12586 -2.62246 -0.34
F 0.43349 -5.31093 -3.02091 -0.34
F 1.46034 -2.75039 -3.37336 -0.35
F 2.28852 -4.25944 -1.35005 -0.36
C -2.38358 -3.52549 2.74592 -0.38
S -2.13048 -2.33904 1.40340 0.76
C -3.37499 -1.11342 1.87608 -0.38
H -3.40855 -3.88789 2.71197 0.04
H -2.18213 -3.05419 3.70687 0.03
H -1.69617 -4.35139 2.57458 0.04
H -3.20659 -0.78726 2.89994 0.03
H -4.37182 -1.53845 1.76831 0.04
H -3.25337 -0.25990 1.21365 0.02
Cl -0.45046 4.14862 2.63232 0.62
C -1.66740 2.96078 2.13430 -1.50
Cl -3.05679 3.80705 1.43485 0.61
Cl -2.18705 2.04380 3.54429 0.62
C -1.02774 2.03934 1.01330 -0.84
O -0.73111 2.64851 -0.01819 -0.11
O -0.90141 0.82465 1.29846 -0.33
```

***

Entry 3:
Entry from OMol25: a molecular structure, C20H34Cl22N2O4P2S in a non-equilibrium geometry (ωB97M-V with the def2-TZVPD basis set).

Output
LUMO   -0.0398 Eh
Calculated total energy   -337368.5519 eV

XYZ file:
```
85
Properties=species:S:1:pos:R:3:lowdin_charge:R:1
C 5.26447 -1.25076 0.69516 -0.12
C 4.81426 -0.54164 2.00781 -0.25
O 4.89809 0.88242 1.99345 -0.17
C 4.20837 1.47320 0.89451 -0.18
C 2.79768 0.87989 0.65247 -0.18
C 1.75129 0.86280 1.57012 -0.16
C 0.49892 0.20608 1.16716 -0.57
P -0.89558 0.19523 2.38526 0.88
P -2.75910 -0.20324 1.32951 0.29
O -3.87587 0.32960 2.13258 -0.34
O -2.81801 0.47969 -0.16345 -0.17
O -2.91476 -1.81328 1.17492 -0.25
C 0.32328 -0.39216 -0.05586 -0.10
C 1.34604 -0.39858 -1.06595 -0.36
N 1.34826 -0.89529 -2.29829 -0.21
S 2.83714 -0.53577 -2.89621 1.00
N 3.51077 0.20610 -1.62097 -0.23
C 2.58656 0.25431 -0.64213 -0.31
H 5.66704 -0.58088 -0.07890 0.06
H 5.97930 -2.08623 0.89012 0.01
H 4.36586 -1.75121 0.27406 0.07
H 3.82072 -0.90686 2.34532 0.11
H 5.51570 -0.87191 2.80158 0.12
H 4.07260 2.56986 1.14097 0.09
H 4.76652 1.45007 -0.05961 0.11
H 1.92335 1.32263 2.54852 0.13
H -1.04070 1.49258 2.95586 -0.06
H -2.72838 -0.24378 -0.80891 0.04
H -2.04632 -2.24791 1.23997 0.03
H -0.62724 -0.88670 -0.27601 0.04
C -6.61021 -1.35074 1.75682 -1.00
Cl -6.86320 -2.78375 2.76709 0.53
Cl -6.74159 -1.74458 0.03667 0.50
H -7.36317 -0.60987 2.00448 0.03
H -5.62003 -0.95311 1.95387 -0.03
C -9.68018 -5.13448 2.55857 -1.02
Cl -9.93242 -6.56647 3.56636 0.52
Cl -9.80168 -5.52805 0.83962 0.51
H -10.43482 -4.39489 2.80443 0.03
H -8.69133 -4.73627 2.75664 -0.04
C 0.00940 4.29490 -0.33409 -0.98
Cl 0.44943 2.69983 0.25513 0.75
Cl 1.34239 5.41706 -0.11300 0.51
H -0.22697 4.21962 -1.39216 0.00
H -0.85272 4.66463 0.21093 -0.03
C 0.38356 4.56788 -4.75875 -1.04
Cl 0.58372 2.88254 -4.26256 0.49
Cl 1.28672 5.65768 -3.69868 0.51
H 0.74753 4.68136 -5.77450 0.02
H -0.66983 4.82447 -4.71184 0.02
C 5.14016 6.51580 -0.16991 -1.02
Cl 5.29881 4.82641 0.32412 0.54
Cl 6.03869 7.59171 0.90669 0.51
H 5.52781 6.62312 -1.17753 0.03
H 4.09050 6.79014 -0.14510 0.00
C 8.21578 -2.68658 -1.58170 -0.99
Cl 8.39656 -2.28888 0.13149 0.55
Cl 6.53785 -3.06841 -1.99217 0.52
H 8.53515 -1.83490 -2.17313 0.03
H 8.83504 -3.54821 -1.80744 0.02
C -4.39728 3.55770 2.46449 -1.02
Cl -2.95163 4.43149 1.92484 0.52
Cl -5.85242 4.54446 2.28123 0.51
H -4.50469 2.65643 1.87005 0.00
H -4.27756 3.29858 3.51090 0.03
C -2.43714 -4.73744 -1.24007 -0.98
Cl -2.14183 -2.99622 -1.34109 0.58
Cl -2.18624 -5.33599 0.40298 0.53
H -3.46261 -4.93511 -1.53417 0.03
H -1.75215 -5.24729 -1.90911 0.03
C 8.26238 3.59733 2.59078 -1.03
Cl 9.97746 3.98784 2.78041 0.50
Cl 8.03313 2.10067 1.68105 0.52
H 7.81915 3.47960 3.57407 0.03
H 7.77494 4.40817 2.05856 -0.01
C -7.76526 -8.96745 1.49801 -1.05
Cl -8.53971 -10.03959 0.32475 0.50
Cl -6.59126 -9.83853 2.49353 0.50
H -7.25195 -8.17519 0.96309 0.02
H -8.52740 -8.54585 2.14381 -0.03
C -1.98277 1.26004 -7.22678 -1.01
Cl -1.71491 3.00782 -7.31168 0.51
Cl -1.80936 0.65438 -5.57716 0.49
H -2.98704 1.04404 -7.57562 0.03
H -1.25505 0.76388 -7.86021 0.03
```

***

Which of these has the lowest calculated total energy?
C20H34Cl22N2O4P2S

***

calculated total energy of number 2 (C20H34CaCl3F6NO2S6SbSi)?
-178623.4220 eV

***

Which formula does entry 3 have?
C20H34Cl22N2O4P2S